Record 1
{
  "formula": "C27H65B4F16N5O3",
  "method": "wB97M-V/def2-TZVPD",
  "homo_ev": -8.974,
  "elements": ["C", "N", "C", "C", "C", "C", "O", "H", "H", "H", "H", "H", "H", "H", "H", "H", "H", "H", "H", "H", "H", "C", "C", "N", "C", "C", "N", "C", "C", "H", "H", "H", "H", "H", "H", "H", "H", "H", "H", "H", "C", "C", "N", "C", "C", "C", "C", "C", "O", "C", "H", "H", "H", "H", "H", "H", "H", "H", "H", "H", "H", "H", "H", "H", "H", "H", "H", "H", "H", "H", "C", "C", "N", "C", "C", "C", "C", "C", "O", "C", "H", "H", "H", "H", "H", "H", "H", "H", "H", "H", "H", "H", "H", "H", "H", "H", "H", "H", "H", "H", "B", "F", "F", "F", "F", "B", "F", "F", "F", "F", "B", "F", "F", "F", "F", "B", "F", "F", "F", "F"],
  "positions_angstrom": [[-1.88723, -1.94764, 3.25542], [-2.98081, -1.90600, 4.36677], [-3.76925, -3.13375, 4.26579], [-2.25202, -1.78549, 5.65818], [-3.88717, -0.72209, 4.12928], [-3.29453, 0.59745, 4.66145], [-1.91477, 0.79489, 4.23695], [-1.02946, -1.30588, 3.49402], [-2.40285, -1.54731, 2.38101], [-1.65155, -2.98965, 3.17357], [-4.63323, -3.04172, 4.91148], [-3.11489, -3.93922, 4.57985], [-4.01344, -3.30015, 3.20801], [-1.68226, -2.69880, 5.74715], [-3.00689, -1.65393, 6.44188], [-1.60131, -0.90907, 5.54890], [-4.77979, -0.94544, 4.72107], [-4.09186, -0.62005, 3.07745], [-3.23682, 0.76493, 5.75060], [-3.89517, 1.38047, 4.21142], [-1.96316, 1.54991, 3.60199], [-3.76799, -0.63034, -2.06722], [-2.62202, -0.95427, -1.08856], [-3.02375, -2.09397, -0.27947], [-4.32137, -2.51685, -0.02105], [-4.24659, -3.81742, 0.32626], [-2.83272, -4.20217, 0.32294], [-2.21290, -3.09558, -0.08076], [-2.14998, -5.50556, 0.51913], [-3.37182, 0.15500, -2.69798], [-4.67474, -0.26428, -1.59026], [-3.97793, -1.48533, -2.71853], [-2.32276, -0.15758, -0.42005], [-1.72091, -1.32156, -1.60612], [-5.15545, -1.84215, -0.11587], [-4.99326, -4.50491, 0.66927], [-1.16454, -3.08604, -0.35185], [-2.43386, -6.20585, -0.25505], [-2.51932, -5.99235, 1.42506], [-1.10829, -5.28749, 0.48188], [1.35810, -4.29932, -3.33580], [1.39116, -2.77750, -3.25018], [2.11744, -2.03676, -4.25479], [1.41283, -2.09526, -5.54998], [2.28967, -0.62261, -3.77280], [1.00853, 0.18285, -3.61745], [3.49464, -2.54505, -4.54548], [4.48957, -2.51854, -3.38215], [5.09978, -1.23294, -3.35318], [5.82035, -0.93387, -2.14388], [1.30741, -4.63018, -4.38089], [0.37718, -4.60277, -2.92712], [2.16206, -4.77615, -2.75815], [1.76296, -2.43314, -2.32141], [0.36695, -2.44104, -3.45277], [1.86417, -1.58948, -6.38812], [0.43874, -1.67630, -5.28475], [1.28282, -3.13904, -5.79816], [2.98466, -0.14488, -4.45684], [2.79791, -0.71296, -2.81387], [0.47791, 0.27943, -4.58001], [1.33938, 1.14869, -3.27225], [0.35160, -0.26166, -2.85032], [3.91843, -1.93310, -5.34233], [3.43313, -3.55463, -4.94943], [5.23434, -3.24739, -3.63784], [4.08296, -2.71307, -2.40100], [5.22035, -1.01858, -1.20409], [6.19882, 0.09018, -2.28378], [6.62651, -1.69367, -1.99684], [-0.45453, 3.13274, -1.11494], [0.80755, 2.39131, -0.70768], [1.21316, 2.57030, 0.69282], [-0.01426, 2.54005, 1.49436], [2.12006, 1.51767, 1.16382], [3.35609, 1.40334, 0.36666], [1.77181, 3.92600, 0.84495], [2.55930, 4.20181, 2.08280], [1.80350, 4.10771, 3.29517], [0.88512, 5.18031, 3.44924], [-0.45588, 2.97124, -2.18314], [-0.40202, 4.21086, -0.90017], [-1.37512, 2.70793, -0.73358], [1.67746, 2.59591, -1.30479], [0.58122, 1.30138, -0.79919], [-0.69712, 3.35606, 1.24541], [0.34655, 2.51313, 2.51540], [-0.50423, 1.60549, 1.18837], [1.52894, 0.59929, 1.10040], [2.28331, 1.68584, 2.22539], [3.11586, 1.23014, -0.68626], [3.90218, 0.54491, 0.75846], [4.02401, 2.28040, 0.33778], [0.89930, 4.53736, 0.83266], [2.47963, 4.15402, 0.05525], [2.91562, 5.23700, 1.98492], [3.43022, 3.59389, 2.21713], [1.33215, 6.15404, 3.48750], [0.49101, 4.97147, 4.42980], [0.09114, 5.15314, 2.68319], [3.50774, 3.63365, -2.59508], [2.27161, 4.25018, -2.24108], [4.41718, 3.60726, -1.52019], [3.22314, 2.24039, -2.93033], [4.00260, 4.28254, -3.71132], [1.12389, -2.73483, 0.08419], [0.82584, -1.53852, -0.51295], [2.49688, -3.02126, 0.10313], [0.54633, -2.71359, 1.39397], [0.44378, -3.79887, -0.64272], [-0.92724, 7.12559, 0.85335], [-1.82902, 7.58517, -0.09073], [-0.42027, 5.78900, 0.40505], [0.13820, 7.97478, 1.07096], [-1.58026, 6.81395, 2.09437], [-3.92779, 1.35731, 1.29746], [-5.04318, 0.54282, 1.37535], [-3.67591, 2.17271, 2.42114], [-2.71314, 0.22850, 1.47995], [-3.59415, 1.92448, 0.07536]],
  "forces_ev_per_angstrom": [[-1.11, 0.43, 0.34], [1.45, 1.20, -1.26], [0.40, -0.34, -0.29], [-0.60, 0.32, -0.23], [0.48, 0.62, 1.75], [1.21, 0.45, -0.24], [-1.08, 0.75, -0.51], [-0.52, -0.33, 0.03], [0.46, -0.16, -0.11], [0.55, -0.43, -0.22], [-0.20, -0.23, -0.05], [-0.14, -0.31, 0.14], [-0.31, 0.18, 0.39], [0.20, -0.12, 0.41], [0.44, -0.14, 0.08], [-0.18, -0.39, 0.39], [-0.15, 0.19, -0.29], [-0.10, -0.22, -0.29], [-0.65, -0.67, -0.30], [-0.21, -0.02, 0.34], [0.23, -0.96, 0.41], [1.16, 0.15, -0.02], [-0.13, 0.11, -0.67], [-0.96, -0.73, 0.03], [0.54, -0.06, 0.07], [1.75, -1.09, 0.72], [-2.28, 1.32, -0.30], [1.23, -1.05, -0.10], [-1.73, 0.28, 0.03], [-0.21, 0.34, -0.22], [0.13, 0.01, 0.08], [-0.09, 0.03, 0.21], [-0.27, 0.30, -0.11], [-0.36, 0.43, -0.09], [-0.01, -0.15, 0.10], [-0.17, -0.10, -0.06], [-0.16, 0.05, 0.26], [0.07, 0.12, -0.55], [0.47, 0.44, 0.25], [0.80, -0.13, 0.27], [-0.48, -0.04, -0.22], [-1.64, -1.14, -0.21], [2.38, 0.55, -1.93], [-1.61, -0.16, 0.66], [-0.20, 0.75, 0.27], [-0.19, -0.90, -0.21], [0.84, -0.42, 0.57], [0.15, 1.36, -0.45], [-0.15, 0.00, 0.45], [0.16, -0.75, 0.07], [0.42, -0.14, 0.22], [0.71, 0.03, 0.10], [-0.28, 0.06, -0.40], [-0.06, 0.18, 0.94], [0.11, 0.08, 0.86], [0.45, 0.43, 0.21], [-0.02, -0.03, -0.82], [-0.03, -0.19, -0.17], [-0.03, 0.14, -0.04], [-0.01, 0.15, -0.07], [0.12, 0.19, 0.49], [-0.02, 0.46, 0.00], [0.16, 0.24, -0.32], [-0.11, 0.15, 0.10], [-0.32, -0.08, 0.19], [0.53, -0.70, 0.13], [-0.48, -0.48, 0.32], [-0.11, 0.29, -0.84], [-0.05, -0.56, 0.25], [-0.16, 0.72, -0.28], [0.82, 0.50, -0.42], [-0.70, -1.87, -0.45], [-0.41, 0.88, 0.34], [-0.63, -1.33, 0.29], [-0.79, -0.64, 0.52], [1.13, -0.02, -0.84], [1.22, 0.51, 0.09], [-0.67, 0.86, 1.27], [0.86, -0.07, -0.56], [-0.81, -1.03, 0.08], [-0.24, 0.33, -0.52], [-0.13, -0.41, -0.25], [-0.02, -0.09, 0.26], [-0.22, 0.25, -0.34], [0.27, 0.46, 0.09], [0.45, 0.05, 0.32], [-0.61, 0.19, 0.33], [-0.15, 0.09, 0.56], [0.14, -0.10, -0.07], [0.16, 0.17, 0.05], [0.16, -0.23, 0.11], [0.17, 0.00, -0.14], [-0.40, -0.28, 0.33], [-0.05, 1.00, -0.47], [-0.41, -0.08, -0.60], [0.00, -0.09, -0.15], [0.47, -0.54, -0.03], [0.56, 0.55, -0.31], [-0.64, 0.21, 0.31], [0.26, 0.24, 0.42], [-0.39, 0.01, -0.48], [0.70, -0.24, 0.04], [-0.32, 0.20, -0.16], [-0.01, 0.26, 0.12], [0.29, -0.20, 0.11], [0.16, -1.00, 1.38], [-0.05, 0.76, -0.65], [-0.69, 0.27, -0.15], [0.34, -0.23, -0.50], [0.39, 0.17, 0.07], [-0.41, -1.43, 0.57], [0.19, 0.05, 0.11], [-0.28, 1.06, 0.09], [0.07, 0.00, -0.11], [0.21, 0.39, -0.51], [3.01, -1.11, 0.31], [-0.04, 0.73, -0.20], [-0.76, -0.25, -1.32], [-1.33, 1.11, -0.11], [-0.96, -0.32, 0.95]],
  "lowdin_charge": [0.040, -0.354, -0.008, 0.015, -0.079, -0.183, -0.098, 0.114, 0.072, 0.085, 0.108, 0.104, 0.101, 0.108, 0.120, 0.102, 0.137, 0.100, 0.128, 0.113, 0.094, -0.042, -0.138, -0.026, -0.012, 0.012, -0.031, -0.058, 0.035, 0.083, 0.078, 0.085, 0.098, 0.120, 0.135, 0.117, 0.125, 0.093, 0.096, 0.080, -0.037, -0.201, -0.298, 0.019, -0.141, -0.030, -0.082, -0.177, -0.209, -0.066, 0.074, 0.085, 0.099, 0.088, 0.132, 0.122, 0.103, 0.098, 0.142, 0.131, 0.090, 0.065, 0.071, 0.146, 0.134, 0.125, 0.121, 0.090, 0.105, 0.094, -0.028, -0.182, -0.272, 0.012, -0.181, -0.045, -0.092, -0.172, -0.204, -0.076, 0.084, 0.088, 0.064, 0.078, 0.130, 0.118, 0.108, 0.108, 0.130, 0.133, 0.071, 0.090, 0.090, 0.090, 0.137, 0.147, 0.114, 0.094, 0.088, 0.074, -1.192, 0.085, 0.099, 0.031, 0.130, -1.238, 0.148, 0.125, 0.086, 0.031, -1.165, 0.122, -0.023, 0.127, 0.048, -1.015, 0.138, 0.111, -0.158, 0.151]
}

---

Record 2
{
  "formula": "C7H14O2",
  "method": "wB97M-V/def2-TZVPD",
  "relative_energy_kcal_mol": 112.84,
  "homo_ev": [-6.763, -6.381],
  "elements": ["C", "C", "C", "C", "C", "C", "C", "O", "O", "H", "H", "H", "H", "H", "H", "H", "H", "H", "H", "H", "H", "H", "H"],
  "positions_angstrom": [[1.45027, -0.77411, 1.23438], [1.98038, -0.27411, -0.98210], [-1.54413, -0.15293, 0.40572], [-1.15828, -0.58915, -1.06749], [-2.57240, -0.62343, -0.57671], [2.30044, 1.16318, -0.76121], [-1.54300, 1.30470, 0.79360], [1.80172, -1.09489, 0.03497], [1.11144, -1.77898, 2.10071], [1.06537, -2.60711, 1.60572], [1.51284, 0.20787, 1.66891], [2.29165, -0.78631, -1.87523], [-1.34040, -0.82744, 1.23409], [-0.67253, -1.53756, -1.24139], [-0.89037, 0.18637, -1.76990], [-3.26218, 0.11209, -0.97058], [-3.02580, -1.59179, -0.41206], [3.18727, 1.29509, -0.12332], [1.47011, 1.67568, -0.26723], [2.49308, 1.64906, -1.71300], [-2.35317, 1.51569, 1.49351], [-0.60999, 1.58992, 1.26973], [-1.69232, 1.93815, -0.08117]],
  "forces_ev_per_angstrom": [[-0.01, 0.06, 1.16], [0.76, 1.00, -1.31], [0.09, -0.32, -1.23], [-0.42, 0.28, 1.45], [-0.36, -0.01, -0.02], [-0.26, -0.55, 0.27], [-0.06, -0.16, -0.19], [-0.49, -0.74, 0.40], [0.20, 0.07, -0.42], [-0.02, 0.03, 0.02], [0.04, 0.06, -0.21], [0.06, -0.17, 0.02], [0.20, -0.07, -0.33], [0.12, 0.03, 0.16], [0.08, 0.10, 0.12], [-0.03, 0.05, 0.00], [0.00, -0.03, 0.00], [0.01, 0.03, 0.08], [-0.07, 0.18, 0.04], [-0.03, 0.00, -0.06], [-0.02, 0.00, 0.04], [0.18, 0.10, 0.05], [0.03, 0.04, -0.04]],
  "nbo_charge": [0.337, 0.017, -0.230, -0.421, -0.429, -0.698, -0.605, -0.402, -0.690, 0.485, 0.157, 0.166, 0.218, 0.214, 0.215, 0.204, 0.209, 0.202, 0.205, 0.231, 0.209, 0.201, 0.204]
}

---

Record 3
{
  "formula": "C3H7N3O2",
  "method": "wB97M-V/def2-TZVPD",
  "relative_energy_kcal_mol": 74.78,
  "homo_ev": -9.239,
  "elements": ["C", "C", "C", "H", "H", "H", "H", "H", "H", "H", "N", "N", "N", "O", "O"],
  "positions_angstrom": [[-0.31702, 0.81329, 0.36224], [-1.31678, -0.13295, -0.14060], [0.10356, -0.51608, -1.99584], [0.60608, -1.48718, 2.24264], [1.21872, -1.26258, 0.65399], [1.07117, 1.10616, 1.79960], [0.65202, 2.45203, 0.06957], [-1.12639, -1.17239, 0.15162], [-2.31600, 0.30400, 0.00350], [0.16766, -0.44967, -3.07466], [1.11159, -0.83881, 1.61978], [0.38178, 0.39971, 1.53729], [-0.06478, 1.88296, -0.30876], [-1.07739, -0.01475, -1.62792], [0.90579, -1.08372, -1.29244]],
  "forces_ev_per_angstrom": [[2.88, 1.06, 1.10], [0.06, 0.42, -2.58], [-0.83, -0.65, 0.12], [0.27, 0.47, -0.63], [-0.22, 0.67, 1.55], [-0.55, -0.03, -0.16], [1.01, 0.42, 0.66], [-0.47, 0.42, 0.14], [0.25, -0.75, 0.00], [0.35, 0.25, -0.41], [-0.81, -1.03, -1.14], [0.47, 0.90, -0.03], [-1.82, -1.37, 0.61], [-0.35, -1.21, 1.02], [-0.25, 0.43, -0.24]],
  "nbo_charge": [0.402, -0.164, 0.671, 0.348, 0.388, 0.361, 0.340, 0.223, 0.240, 0.133, -0.674, -0.488, -0.676, -0.474, -0.629]
}

---

Record 4
{
  "formula": "C4H14N2O",
  "method": "wB97M-V/def2-TZVPD",
  "relative_energy_kcal_mol": 33.01,
  "homo_ev": -8.406,
  "elements": ["C", "N", "C", "C", "C", "N", "H", "H", "H", "H", "H", "H", "H", "H", "H", "H", "H", "H", "H", "H", "O"],
  "positions_angstrom": [[-0.91910, -0.53256, -1.08949], [-0.22993, -1.76079, -0.75601], [-0.12194, 0.75795, -0.87386], [0.25251, 1.08792, 0.57655], [-0.76728, 1.05367, 1.73334], [-2.16590, 1.13002, 1.20770], [-1.82649, -0.42584, -0.52135], [-1.21996, -0.57720, -2.14166], [0.76529, -1.72178, -0.89953], [-0.45072, -2.20620, 0.11639], [-0.73723, 1.56015, -1.29275], [0.79452, 0.72440, -1.46657], [0.57513, 2.13685, 0.56810], [1.12217, 0.46874, 0.80528], [-0.72518, 0.05430, 2.17683], [-0.64140, 1.78762, 2.52510], [-2.44957, 2.06263, 1.15957], [-2.79937, 0.57296, 1.75368], [3.50238, -0.88738, -1.59399], [3.40052, -2.25473, -0.88877], [3.29782, -1.31112, -0.75340]],
  "forces_ev_per_angstrom": [[0.34, 0.20, -0.23], [0.05, -0.44, -0.26], [-0.99, -0.14, 0.21], [0.65, 1.14, 0.25], [-1.61, -1.82, -1.13], [1.31, -1.12, 0.05], [-0.32, -0.24, 0.23], [0.04, 0.07, -0.06], [0.16, 0.08, 0.13], [-0.04, 0.26, 0.20], [0.05, 0.05, 0.02], [0.11, 0.04, 0.05], [0.50, -0.17, -0.21], [0.01, 0.14, 0.39], [0.19, 0.16, 0.26], [0.62, 0.12, -0.09], [-0.84, 1.50, -0.01], [-0.20, 0.19, 0.22], [0.02, -0.16, 0.04], [0.09, -0.12, -0.15], [-0.15, 0.26, 0.09]],
  "nbo_charge": [-0.228, -0.869, -0.394, -0.422, -0.218, -0.855, 0.216, 0.167, 0.364, 0.360, 0.200, 0.194, 0.195, 0.213, 0.180, 0.182, 0.351, 0.361, 0.474, 0.473, -0.943]
}